(1)
The following is a DFT calculation (the ωB97M-V functional and the def2-TZVPD basis) of C7H15N in the gas phase.

The calculation puts the LUMO energy at 0.041 hartree. The value obtained for the HOMO-LUMO gap is 0.3717 Ha. Its structure (SMILES) is C=CCCCN(C)C.

Last column: Mulliken charge in e.
Atoms and positions in Å:
C  0.857  -0.973  -0.071  -0.499
C  -0.192  -2.042  0.093  -0.682
C  -1.445  -1.508  -0.409  0.288
C  -2.301  -2.011  -1.374  -0.937
C  0.459  0.147  0.876  -0.667
N  0.835  1.324  -0.063  -0.085
C  -0.264  2.383  0.077  -1.087
C  1.873  2.018  0.565  -1.041
H  0.794  -0.557  -1.193  0.293
H  1.799  -1.365  0.001  0.416
H  -0.196  -2.447  1.345  0.174
H  -0.032  -2.988  -0.323  0.463
H  -1.976  -0.619  0.019  0.033
H  -3.121  -1.396  -1.594  0.293
H  -2.149  -2.937  -1.971  0.259
H  -0.619  0.138  1.208  0.317
H  0.937  0.254  1.835  0.428
H  0.049  3.212  -0.452  0.423
H  -1.228  1.885  -0.310  0.226
H  -0.403  2.604  1.136  0.424
H  1.541  2.407  1.630  0.336
H  2.817  1.498  0.657  0.318
H  2.019  2.956  -0.094  0.306

=====

(2)
The following is a DFT calculation (the ωB97M-V functional and the def2-TZVPD basis) of a 2-piece molecular cluster, C7H15N overall.

The calculation puts the LUMO energy at 0.032 hartree. The value obtained for the HOMO-LUMO gap is 0.3133 Ha.

Last column: Mulliken charge in e.
Atoms and positions in Å:
C  1.027  0.352  0.260  0.937
C  -0.011  -1.806  -0.786  -1.399
C  -2.439  0.243  -0.783  -1.541
C  1.488  1.491  -0.667  -1.346
C  2.212  -0.262  0.989  -1.706
C  -0.081  -0.462  -0.133  -0.023
C  -1.258  0.291  0.162  0.715
N  -1.775  0.453  1.540  -0.615
H  -0.151  1.202  0.549  0.219
H  -1.020  0.608  2.200  0.332
H  -2.233  -0.417  1.811  0.218
H  -0.007  -1.711  -1.880  0.290
H  -0.850  -2.455  -0.520  0.337
H  0.919  -2.313  -0.519  0.395
H  -2.127  0.078  -1.815  0.348
H  -2.994  1.181  -0.727  0.351
H  -3.142  -0.556  -0.506  0.295
H  0.660  1.928  -1.224  0.398
H  1.989  2.284  -0.107  0.296
H  2.213  1.092  -1.389  0.376
H  1.926  -1.146  1.561  0.394
H  3.019  -0.539  0.299  0.333
H  2.636  0.466  1.686  0.393

=====

(3)
The following is a DFT calculation (the ωB97M-V functional and the def2-TZVPD basis) of C7H15N in the gas phase.

The calculation puts the LUMO energy at 0.039 hartree. The value obtained for the HOMO-LUMO gap is 0.3428 Ha. Its structure (SMILES) is C=CCCCNCC.

Last column: Mulliken charge in e.
Atoms and positions in Å:
C  -0.229  -0.706  1.361  -0.025
C  -0.627  -1.864  0.332  -1.155
C  0.031  -1.986  -0.922  0.000
C  -0.650  -2.118  -2.053  -0.839
C  -1.137  0.426  0.932  -0.775
N  -0.590  1.749  0.446  -0.327
C  0.494  1.812  -0.586  -0.272
C  1.824  2.171  0.134  -1.090
H  0.920  -0.542  1.198  0.085
H  -0.500  -1.137  2.407  0.366
H  -0.465  -2.768  0.973  0.402
H  -1.701  -1.968  0.311  0.501
H  1.128  -2.178  -0.875  0.275
H  -0.399  -2.679  -2.903  0.334
H  -1.671  -1.820  -2.185  0.263
H  -1.602  0.834  1.858  0.288
H  -1.785  0.001  0.129  0.311
H  -0.397  2.306  1.246  0.294
H  0.399  0.951  -1.266  0.193
H  0.480  2.696  -1.288  0.212
H  2.693  2.255  -0.583  0.306
H  1.827  3.188  0.505  0.319
H  1.955  1.377  0.831  0.335

=====

(4)
The following is a DFT calculation (the ωB97M-V functional and the def2-TZVPD basis) of an isolated ion of composition C7H15N2 and charge +1.

As for the net charge: +1. The calculation puts the LUMO energy (spin up / spin down) at -0.183 / -0.183 hartree. The value obtained for the HOMO-LUMO gap (spin up / spin down) is 0.2644 / 0.2644 Ha.

Last column: Mulliken charge in e.
Atoms and positions in Å:
C  -1.899  -0.786  -0.346  -0.921
C  0.122  0.113  0.765  -0.821
C  -1.134  0.407  -0.026  2.285
C  -2.102  1.470  0.617  -1.541
C  -0.761  1.027  -1.490  -1.898
C  1.978  -0.114  -1.029  -0.783
C  2.301  -0.821  1.278  -0.926
N  -1.575  -1.917  0.137  -0.118
N  1.307  -0.390  0.294  0.177
H  -0.028  -0.349  1.789  0.398
H  -2.820  1.238  1.438  0.386
H  -2.779  2.004  -0.119  0.331
H  -1.460  2.143  1.068  0.474
H  -1.676  1.155  -2.158  0.394
H  -0.106  0.372  -1.901  0.630
H  -0.476  2.142  -1.370  0.332
H  1.322  -0.094  -1.921  0.333
H  2.327  0.927  -1.053  0.398
H  2.744  -0.820  -1.171  0.347
H  2.753  -1.745  0.881  0.377
H  3.108  -0.063  1.474  0.355
H  1.797  -1.055  2.247  0.337
H  -2.122  -2.754  -0.142  0.294
H  -0.821  -2.091  0.739  0.160

=====

What did the first record say?
The following is a DFT calculation (the ωB97M-V functional and the def2-TZVPD basis) of C7H15N in the gas phase.

The calculation puts the LUMO energy at 0.041 hartree. The value obtained for the HOMO-LUMO gap is 0.3717 Ha. Its structure (SMILES) is C=CCCCN(C)C.

Last column: Mulliken charge in e.
Atoms and positions in Å:
C  0.857  -0.973  -0.071  -0.499
C  -0.192  -2.042  0.093  -0.682
C  -1.445  -1.508  -0.409  0.288
C  -2.301  -2.011  -1.374  -0.937
C  0.459  0.147  0.876  -0.667
N  0.835  1.324  -0.063  -0.085
C  -0.264  2.383  0.077  -1.087
C  1.873  2.018  0.565  -1.041
H  0.794  -0.557  -1.193  0.293
H  1.799  -1.365  0.001  0.416
H  -0.196  -2.447  1.345  0.174
H  -0.032  -2.988  -0.323  0.463
H  -1.976  -0.619  0.019  0.033
H  -3.121  -1.396  -1.594  0.293
H  -2.149  -2.937  -1.971  0.259
H  -0.619  0.138  1.208  0.317
H  0.937  0.254  1.835  0.428
H  0.049  3.212  -0.452  0.423
H  -1.228  1.885  -0.310  0.226
H  -0.403  2.604  1.136  0.424
H  1.541  2.407  1.630  0.336
H  2.817  1.498  0.657  0.318
H  2.019  2.956  -0.094  0.306

=====

What did the first record say?
The following is a DFT calculation (the ωB97M-V functional and the def2-TZVPD basis) of C7H15N in the gas phase.

The calculation puts the LUMO energy at 0.041 hartree. The value obtained for the HOMO-LUMO gap is 0.3717 Ha. Its structure (SMILES) is C=CCCCN(C)C.

Last column: Mulliken charge in e.
Atoms and positions in Å:
C  0.857  -0.973  -0.071  -0.499
C  -0.192  -2.042  0.093  -0.682
C  -1.445  -1.508  -0.409  0.288
C  -2.301  -2.011  -1.374  -0.937
C  0.459  0.147  0.876  -0.667
N  0.835  1.324  -0.063  -0.085
C  -0.264  2.383  0.077  -1.087
C  1.873  2.018  0.565  -1.041
H  0.794  -0.557  -1.193  0.293
H  1.799  -1.365  0.001  0.416
H  -0.196  -2.447  1.345  0.174
H  -0.032  -2.988  -0.323  0.463
H  -1.976  -0.619  0.019  0.033
H  -3.121  -1.396  -1.594  0.293
H  -2.149  -2.937  -1.971  0.259
H  -0.619  0.138  1.208  0.317
H  0.937  0.254  1.835  0.428
H  0.049  3.212  -0.452  0.423
H  -1.228  1.885  -0.310  0.226
H  -0.403  2.604  1.136  0.424
H  1.541  2.407  1.630  0.336
H  2.817  1.498  0.657  0.318
H  2.019  2.956  -0.094  0.306